<A>
ORCA calculation (the ωB97M-V functional and the def2-TZVPD basis) on C14H31BiGeNO5S3Sb as an isolated structure.

Geometry as ORCA input:
```
! wB97M-V def2-TZVPD RIJCOSX def2/J DEFGRID3
* xyz 0 1
Bi 1.838 -8.648 14.145
C -0.036 -7.562 16.890
C -0.471 -6.507 15.876
C -0.010 -5.133 16.406
C -1.981 -6.467 15.675
O 0.152 -6.779 14.636
Ge 0.208 -5.783 12.922
O -0.081 -7.531 12.241
C -0.576 -7.628 10.924
C 0.333 -6.833 9.960
C -2.013 -7.098 10.787
C -0.591 -9.083 10.382
O 2.033 -6.217 12.927
C 2.975 -5.146 12.782
C 4.356 -5.787 12.757
C 2.881 -4.285 14.035
C 2.719 -4.326 11.558
H -0.497 -7.278 17.862
H -0.416 -8.578 16.670
H 1.056 -7.634 16.920
H -0.250 -5.004 17.507
H 1.055 -5.042 16.244
H -0.560 -4.289 15.893
H -2.552 -6.124 16.526
H -2.332 -5.844 14.835
H -2.398 -7.421 15.408
H 0.555 -5.846 10.383
H 1.315 -7.267 9.806
H -0.133 -6.625 8.989
H -2.085 -6.069 11.102
H -2.517 -7.178 9.833
H -2.653 -7.625 11.484
H 0.415 -9.516 10.394
H -1.212 -9.650 11.051
H -1.020 -8.996 9.426
H 4.467 -6.409 13.657
H 4.388 -6.377 11.843
H 5.068 -4.961 12.758
H 3.137 -4.927 14.888
H 3.542 -3.416 13.937
H 1.885 -3.819 14.161
H 2.730 -4.964 10.706
H 1.783 -3.797 11.619
H 3.490 -3.538 11.425
S 6.105 -9.628 12.210
Sb 4.308 -10.939 12.777
S 5.496 -9.386 14.081
S 2.549 -9.506 11.933
N -0.337 -9.434 14.146
C -0.482 -10.645 15.004
C 0.823 -11.487 14.922
O 0.912 -12.604 15.405
O 1.766 -10.878 14.256
H -0.988 -8.681 14.409
H -0.480 -9.689 13.160
H -1.334 -11.278 14.663
H -0.688 -10.318 16.039
*
```

Summary:
- LUMO energy (eV) = -0.699
- HOMO-LUMO gap (Ha) = 0.2734
- highest occupied orbital energy (eV) = -8.14

=====

<B>
ORCA calculation (the ωB97M-V functional and the def2-TZVPD basis) on C14H31BiGeNO5S3Sb as an isolated structure.

Geometry as ORCA input:
```
! wB97M-V def2-TZVPD RIJCOSX def2/J DEFGRID3
* xyz 0 1
Bi 8.459 7.911 8.557
C 7.884 6.620 12.216
C 8.588 5.719 11.162
C 9.537 4.722 11.818
C 7.616 5.026 10.238
O 9.309 6.614 10.388
Ge 11.181 6.582 9.805
O 10.722 6.685 7.974
C 11.076 5.738 6.959
C 12.585 5.793 6.764
C 10.335 6.147 5.711
C 10.703 4.386 7.419
O 10.885 8.435 9.685
C 11.990 9.265 9.282
C 11.804 9.762 7.877
C 12.065 10.364 10.328
C 13.259 8.426 9.327
H 7.364 6.030 13.003
H 8.729 7.149 12.726
H 7.214 7.332 11.793
H 8.956 4.054 12.425
H 10.014 4.137 11.013
H 10.238 5.304 12.419
H 6.870 4.472 10.821
H 7.043 5.730 9.614
H 8.070 4.280 9.607
H 12.831 6.813 6.482
H 13.045 5.636 7.727
H 12.877 4.999 6.045
H 10.472 7.210 5.522
H 10.660 5.606 4.810
H 9.219 6.024 5.790
H 11.045 4.310 8.466
H 9.650 4.256 7.448
H 11.122 3.510 6.889
H 10.765 10.023 7.638
H 12.424 10.679 7.645
H 12.126 9.021 7.152
H 11.216 11.015 10.309
H 12.046 9.865 11.274
H 12.985 10.956 10.240
H 13.148 7.584 8.647
H 14.111 9.085 9.098
H 13.414 8.043 10.337
S 5.107 8.375 6.434
Sb 6.968 9.576 5.403
S 8.107 10.340 7.335
S 6.850 7.209 6.011
N 8.474 9.300 10.434
C 7.128 9.930 10.604
C 6.092 8.839 10.318
O 5.092 8.704 10.959
O 6.449 8.064 9.343
H 8.706 8.671 11.240
H 9.157 10.013 10.313
H 6.978 10.759 9.942
H 6.947 10.312 11.620
*
```

Summary:
- LUMO energy (eV) = -0.722
- HOMO-LUMO gap (Ha) = 0.2690
- highest occupied orbital energy (eV) = -8.04

=====

Which one sits at the bottom of the stability order? <A> does.

=====

<A>
ORCA calculation (the ωB97M-V functional and the def2-TZVPD basis) on a 2-piece molecular cluster, C3H9N2O3 overall.

Geometry as ORCA input:
```
! wB97M-V def2-TZVPD RIJCOSX def2/J DEFGRID3
* xyz -1 1
O 1.412 -2.786 1.308
C 0.693 -1.836 1.014
N -0.649 -1.931 1.320
C 1.207 -0.441 0.646
N 0.291 0.152 -0.317
C 0.384 1.740 -0.301
O 0.038 2.225 -1.482
H -1.237 -1.176 1.020
H -0.998 -2.839 1.556
H 2.217 -0.596 0.272
H 1.224 0.168 1.554
H 0.292 -0.224 -1.255
H 1.459 1.926 -0.093
H -0.351 1.955 0.511
H -2.394 0.538 -1.718
H -1.322 1.747 -1.861
O -2.266 1.375 -2.171
*
```

Summary:
- LUMO energy (eV) = 3.630
- HOMO-LUMO gap (Ha) = 0.2751
- highest occupied orbital energy (eV) = -3.85

=====

<B>
ORCA calculation (the ωB97M-V functional and the def2-TZVPD basis) on a 2-piece molecular cluster, C3H9N2O3 overall.

Geometry as ORCA input:
```
! wB97M-V def2-TZVPD RIJCOSX def2/J DEFGRID3
* xyz -1 1
N 0.820 -0.766 2.443
C -0.416 -0.473 2.948
O -1.337 -0.206 2.013
O -0.668 -0.452 4.137
H 1.516 -1.041 3.110
H 0.941 -0.807 1.419
H -0.958 -0.342 1.088
C 0.306 1.570 -1.992
N -0.546 0.409 -2.228
C -0.051 -0.778 -1.494
O -0.040 -0.635 -0.149
H 1.275 1.369 -2.457
H 0.521 1.712 -0.922
H -0.180 2.463 -2.378
H -1.449 0.575 -1.799
H 0.959 -0.989 -1.896
H -0.694 -1.609 -1.841
*
```

Summary:
- LUMO energy (eV) = 4.064
- HOMO-LUMO gap (Ha) = 0.3053
- highest occupied orbital energy (eV) = -4.24

=====

Which one sits at the bottom of the stability order? <A> does.

=====

<A>
ORCA calculation (the ωB97M-V functional and the def2-TZVPD basis) on a 2-piece molecular cluster, C6H12INO4 overall.

Geometry as ORCA input:
```
! wB97M-V def2-TZVPD RIJCOSX def2/J DEFGRID3
* xyz 0 1
C 0.550 -0.785 -2.296
C -1.874 0.725 1.143
C 0.352 1.884 1.237
C -0.212 -1.249 -1.008
C -0.469 0.846 0.445
C 0.178 -0.499 0.235
N 0.734 -1.247 1.358
O 1.371 -2.243 1.129
O 0.640 -0.751 2.472
O -0.179 -2.645 -0.829
O -0.940 1.284 -0.887
I 3.495 0.321 -0.175
H 0.082 0.039 -2.707
H 1.540 -0.563 -2.131
H 0.625 -1.532 -2.950
H -2.449 1.536 0.900
H -1.760 0.655 2.293
H -2.303 -0.114 0.830
H -0.198 2.616 1.604
H 1.213 2.227 0.547
H 0.953 1.429 1.943
H -1.362 -0.975 -1.336
H 0.645 -3.108 -0.858
H -0.634 2.148 -0.958
*
```

Summary:
- LUMO energy (alpha / beta) (eV) = -3.521 / -3.521
- HOMO-LUMO gap (alpha / beta) (Ha) = 0.1976 / 0.1975
- highest occupied orbital energy (alpha / beta) (eV) = -8.90 / -8.90

=====

<B>
ORCA calculation (the ωB97M-V functional and the def2-TZVPD basis) on C6H12INO4 as an isolated structure.

Geometry as ORCA input:
```
! wB97M-V def2-TZVPD RIJCOSX def2/J DEFGRID3
* xyz 0 1
C -0.013 -0.957 2.174
C -1.802 -0.214 -0.696
C 0.174 -0.398 -2.386
C 0.217 0.391 1.511
C -0.292 -0.459 -0.951
C 0.389 0.544 0.018
N 0.536 1.911 -0.440
O 0.425 2.769 0.447
O 0.674 2.218 -1.605
O 1.182 1.121 2.369
O -0.182 -1.818 -0.501
I 3.167 -0.193 -0.055
H -0.689 -1.530 1.591
H 0.860 -1.558 2.503
H -0.389 -0.710 3.198
H -2.050 -0.905 0.157
H -2.405 -0.418 -1.508
H -2.117 0.802 -0.423
H -0.347 -1.328 -2.778
H 1.201 -0.447 -2.409
H -0.083 0.517 -2.893
H -0.777 1.018 1.746
H 1.558 1.795 1.784
H 0.760 -2.151 -0.854
*
```

Summary:
- LUMO energy (alpha / beta) (eV) = -2.840 / -2.917
- HOMO-LUMO gap (alpha / beta) (Ha) = 0.2483 / 0.2442
- highest occupied orbital energy (alpha / beta) (eV) = -9.60 / -9.56

=====

Which one sits at the bottom of the stability order? <A> does.

=====

<A>
ORCA calculation (the ωB97M-V functional and the def2-TZVPD basis) on CH2N2OS as an isolated structure.

Geometry as ORCA input:
```
! wB97M-V def2-TZVPD RIJCOSX def2/J DEFGRID3
* xyz 0 1
C -0.750 0.710 -0.173
N 0.856 -1.420 0.114
N -0.317 1.808 -0.374
O 1.298 -2.350 0.703
S -1.338 -0.650 0.280
H 1.067 -0.470 0.537
H -0.817 2.372 -1.087
*
```

Summary:
- LUMO energy (alpha / beta) (eV) = -0.260 / -0.259
- HOMO-LUMO gap (alpha / beta) (Ha) = 0.3044 / 0.3044
- highest occupied orbital energy (alpha / beta) (eV) = -8.54 / -8.54

=====

<B>
ORCA calculation (the ωB97M-V functional and the def2-TZVPD basis) on a 2-piece molecular cluster, CH2N2OS overall.

Geometry as ORCA input:
```
! wB97M-V def2-TZVPD RIJCOSX def2/J DEFGRID3
* xyz 0 1
O -0.534 0.364 -0.550
N -1.596 -0.150 -0.329
S -2.767 0.412 0.576
H -1.857 -1.159 -0.696
C 2.219 0.193 0.340
N 2.089 -0.797 0.906
H 2.447 1.137 -0.247
*
```

Summary:
- LUMO energy (eV) = -0.987
- HOMO-LUMO gap (Ha) = 0.3222
- highest occupied orbital energy (eV) = -9.75

=====

Which one sits at the bottom of the stability order? <A> does.